{"formula": "C12H27ClIO2P2Tc", "method": "ωB97M-V with the def2-TZVPD basis set", "total_charge": 3, "lumo_energy_ev": [-12.39, -12.39], "gap_ev": [5.613, 5.273], "total_energy_ev": -58340.46165, "spin_multiplicity": 4, "e_above_lowest_kj_mol": 269.5, "e_homo_ev": [-18.0055, -17.6657], "symbols": ["H", "H", "C", "C", "H", "H", "C", "H", "H", "H", "C", "P", "H", "H", "H", "P", "I", "H", "C", "C", "C", "H", "H", "C", "H", "H", "H", "C", "Tc", "H", "C", "H", "C", "H", "Cl", "H", "H", "H", "O", "H", "O", "C", "H", "H", "H", "H"], "coordinates": [[-1.977343, 3.390149, 0.345979], [-2.735948, 0.634055, -0.050260], [-2.362051, -3.442633, -0.332335], [-0.650983, 3.043318, -1.381311], [2.695112, 3.060876, -2.479819], [-1.342423, -3.501723, 2.491233], [-3.136915, -0.134492, 0.657114], [-2.443531, -1.547936, 2.243983], [-2.768086, -3.659676, -1.332994], [4.038890, 0.723293, 0.568392], [0.500024, -2.837030, 1.507434], [2.140566, 1.657077, -0.452517], [2.441579, 3.581586, 1.013926], [-0.523368, -2.641944, -1.244866], [2.162174, 1.409030, -2.913587], [-0.585802, -1.449117, 0.756890], [0.208235, 0.951479, -4.913173], [0.136379, -4.185357, 3.094605], [-2.105276, -0.708663, 1.640753], [-1.408352, -2.326443, -0.679952], [3.837852, 1.022501, -0.462476], [0.994830, -3.260697, 0.644551], [4.561515, 1.750671, -0.801083], [-0.953561, 2.990365, 0.095112], [-3.909763, 0.313900, 1.275886], [-3.166087, -2.993827, 0.266563], [-1.831910, -4.287655, 0.149050], [0.078613, 0.291792, -0.490075], [1.621315, -0.478130, 0.655126], [1.418162, 4.042706, -0.326577], [2.297810, 3.454181, -0.041799], [-0.227357, 3.376013, 0.712346], [-0.372429, -3.881958, 2.179278], [1.190821, -2.374469, 2.246034], [1.839303, 0.448310, 2.633497], [1.100265, 2.597884, -2.459776], [-1.884185, -1.483724, -1.224542], [3.166842, 3.936159, -0.529747], [-0.534172, 0.447103, -1.483009], [-3.628140, -0.948739, 0.086596], [-0.761398, 3.451542, -2.495244], [2.073333, 2.212861, -2.212758], [-0.857491, 1.861017, 0.355592], [-0.535995, -4.727552, 1.512637], [-1.661063, 0.081596, 2.282501], [3.860004, 0.142302, -1.107176]], "atomic_forces_ev_per_a": [[0.8, -0.3, -0.8], [-0.3, -0.7, 0.6], [0.1, 0.5, -0.3], [-2.8, 4.8, -5.9], [0.8, -0.3, 0.6], [-0.1, 0.0, 0.0], [0.0, -0.6, -0.3], [-0.3, 0.1, 0.2], [-0.1, -0.7, 0.6], [0.6, 0.0, 0.0], [-1.0, 1.6, 0.2], [3.5, 2.5, -1.8], [0.0, 0.3, 0.7], [-0.4, -0.2, -0.4], [0.5, -0.6, -0.4], [-1.7, -2.3, 0.2], [-0.2, -0.1, -0.3], [-0.1, -0.4, -0.1], [2.2, 0.7, -0.1], [1.8, 1.8, 0.0], [-0.3, -0.4, 0.8], [0.5, -0.1, -0.2], [0.2, 0.2, -0.1], [-1.5, -3.6, -1.2], [-0.1, 0.2, -0.1], [0.1, -0.8, 0.1], [-0.9, 0.5, -0.5], [0.9, -3.1, -2.1], [-3.4, 2.5, -2.4], [0.3, -0.2, 0.0], [-0.1, 0.3, 1.6], [1.8, 1.6, 1.0], [0.0, -0.5, 0.8], [0.0, -0.3, -0.3], [0.1, 0.5, 0.7], [0.0, -0.2, -0.1], [0.2, -0.8, 0.1], [-0.3, -0.8, 0.0], [1.1, 0.8, 2.2], [0.3, 0.7, 0.2], [0.6, -3.2, 7.6], [-1.6, -1.2, -0.6], [-0.9, 2.1, -0.2], [0.2, 0.0, 0.3], [-0.6, -0.5, 0.0], [0.2, -0.1, -0.2]], "nbo_charge": [0.378, 0.191, -0.618, 0.936, 0.300, 0.223, -0.629, 0.284, 0.277, 0.258, -0.688, 1.089, 0.272, 0.241, 0.264, 1.153, 0.039, 0.276, -0.639, -0.660, -0.950, 0.266, 0.308, -0.773, 0.281, 0.221, 0.240, 0.398, 0.506, 0.225, -0.905, 0.318, -0.612, 0.259, -0.213, 0.222, 0.250, 0.306, -0.480, 0.248, -0.198, -0.921, 0.289, 0.252, 0.254, 0.264]}